DFT (ωB97M-V/def2-TZVPD) results for a gas-phase ion, C5H12N (charge +1) in a non-equilibrium geometry.

SMILES: CC[C@H]1C[N@@H+]1C
Kohn-Sham gap in Ha: 0.472
Net charge: +1
Relative energy (zero: lowest compared OMol25 entry of this formula, charge and spin) in kJ/mol: 243.0

Element x y z (Å)
C 0.09 1.58 0.85
C -0.55 0.19 0.77
C 0.53 -2.05 0.06
C -0.66 1.25 -1.67
C 0.27 -1.09 1.23
N 0.05 0.87 -0.41
H -0.40 2.51 1.03
H 1.25 1.68 1.20
H -1.57 0.22 0.71
H -0.43 -2.19 -0.58
H 1.00 -3.02 0.46
H 1.10 -1.67 -0.76
H -1.55 1.84 -1.37
H 0.06 1.67 -2.44
H -0.99 0.23 -2.11
H 1.27 -0.90 1.64
H -0.35 -1.48 1.99
H 0.90 0.38 -0.61

---

DFT (ωB97M-V/def2-TZVPD) results for a gas-phase ion, C5H12N (charge +1) in a non-equilibrium geometry.

SMILES: C=C(C)CC[NH3+]
Kohn-Sham gap in Ha: 0.364
Net charge: +1
Relative energy (zero: lowest compared OMol25 entry of this formula, charge and spin) in kJ/mol: 135.1

Element x y z (Å)
C -1.53 0.55 -0.20
C -0.29 0.97 0.57
C 0.87 0.06 0.25
C 1.53 -0.52 1.27
C 1.57 0.11 -1.10
N -1.73 -0.97 -0.15
H -2.47 1.06 -0.02
H -1.25 0.67 -1.26
H -0.57 0.94 1.63
H 0.05 1.96 0.30
H 1.17 -0.41 2.29
H 2.58 -0.75 1.20
H 2.20 -0.78 -1.19
H 0.86 0.24 -1.92
H 2.34 0.88 -1.10
H -0.80 -1.34 -0.38
H -2.14 -1.41 0.68
H -2.39 -1.24 -0.88

---

DFT (ωB97M-V/def2-TZVPD) results for a gas-phase ion, C5H12N (charge +1).

SMILES: C=C(C)CC[NH3+]
Kohn-Sham gap in Ha: 0.362
Net charge: +1
Relative energy (zero: lowest compared OMol25 entry of this formula, charge and spin) in kJ/mol: 98.2

Element x y z (Å)
C -1.43 0.03 0.74
C -0.37 -0.97 0.35
C 0.91 -0.33 -0.15
C 1.66 -0.95 -1.06
C 1.40 0.87 0.61
N -1.70 0.91 -0.48
H -2.36 -0.48 0.90
H -1.23 0.69 1.57
H -0.76 -1.62 -0.44
H -0.19 -1.67 1.17
H 1.34 -1.87 -1.52
H 2.64 -0.59 -1.35
H 0.98 1.85 0.35
H 1.23 0.68 1.67
H 2.45 1.06 0.43
H -0.88 1.06 -1.08
H -2.45 0.48 -1.03
H -2.08 1.80 -0.17

---

DFT (ωB97M-V/def2-TZVPD) results for a gas-phase ion, C5H12N (charge +2) in a non-equilibrium geometry.

Kohn-Sham gap (alpha / beta) in Ha: 0.402 / 0.332
Net charge: +2
2S+1: 2
Relative energy (zero: lowest compared OMol25 entry of this formula, charge and spin) in kJ/mol: 79.8

Element x y z (Å)
C 0.39 -0.09 1.19
C -0.71 0.70 0.43
C -0.72 0.56 -1.12
C -0.33 -1.92 -1.63
C -1.16 -0.82 -1.52
N 1.58 0.81 1.48
H 0.80 -0.84 0.53
H 0.02 -0.30 2.18
H -1.68 0.52 0.87
H -0.53 1.74 0.73
H 0.26 0.93 -1.42
H -1.52 1.18 -1.51
H 0.70 -1.82 -1.95
H -0.60 -2.89 -1.27
H -2.24 -0.79 -1.60
H 1.51 1.42 2.30
H 2.38 0.18 1.60
H 1.86 1.43 0.70

---

DFT (ωB97M-V/def2-TZVPD) results for 2 unconnected molecules or ions with the total composition C5H12N2 in a non-equilibrium geometry.

Kohn-Sham gap (alpha / beta) in Ha: 0.125 / 0.274
Net charge: -1
2S+1: 2
Relative energy (zero: lowest compared OMol25 entry of this formula, charge and spin) in kJ/mol: 94.9

Element x y z (Å)
C -1.97 -0.37 -2.33
C -0.56 -0.09 -1.81
C 0.89 1.72 -1.60
N -0.40 1.36 -1.70
H -2.19 -1.43 -2.52
H -2.70 0.05 -1.65
H -2.08 0.17 -3.28
H 0.18 -0.49 -2.53
H -0.38 -0.55 -0.83
H 1.76 1.12 -1.89
H 1.05 2.77 -1.32
C 1.40 -1.35 3.31
C 1.13 -0.33 2.49
N -0.10 0.28 2.35
H 0.68 -1.83 3.96
H 2.43 -1.70 3.38
H 1.95 0.13 1.95
H -0.92 -0.25 2.56
H -0.17 0.78 1.47

---

DFT (ωB97M-V/def2-TZVPD) results for C5H12N2 in the gas phase in a non-equilibrium geometry.

SMILES: C/C(=C\N)CCN
Kohn-Sham gap in Ha: 0.320
Relative energy (zero: lowest compared OMol25 entry of this formula, charge and spin) in kJ/mol: 169.9

Element x y z (Å)
C 1.40 0.74 0.99
C 0.02 0.88 0.23
C -0.40 -0.34 -0.57
C -1.49 -0.12 -1.34
N -2.27 -1.25 -1.79
C 0.35 -1.65 -0.33
N 1.77 2.01 1.60
H 2.20 0.41 0.32
H 1.26 -0.08 1.68
H 0.10 1.80 -0.36
H -0.61 1.06 1.09
H -1.82 0.83 -1.74
H -3.19 -1.16 -2.18
H -2.19 -1.83 -0.97
H 0.26 -1.93 0.72
H -0.17 -2.28 -1.06
H 1.38 -1.46 -0.63
H 2.39 1.79 2.37
H 1.00 2.56 1.97